# 1
This record from the Open Molecules 2025 dataset describes a molecular structure, CH4NOS2 at a distorted geometry. The level of theory is ωB97M-V/def2-TZVPD.

Computed properties:
- HOMO energy (eV) = -13.8
- net charge = +1
- molecular weight (g mol⁻¹) = 110.18
- energy relative to the best compared isomer or geometry (same formula, charge and spin) (eV) = 1.648
- LUMO energy (eV) = -5.59
- HOMO-LUMO gap (Ha) = 0.3010

```
9
Properties=species:S:1:pos:R:3:mulliken_charge:R:1
S 2.19192 0.65305 -0.08879 0.02
S 0.44758 1.92392 -0.61165 -0.04
O 0.19411 -0.71043 -1.33212 -0.38
N -0.59203 -0.35654 1.03792 -0.54
C 0.53869 0.13011 -0.47107 0.50
H -0.57084 0.22073 1.84066 0.32
H -0.21595 -0.41544 -2.21259 0.45
H -1.43025 -0.11503 0.55523 0.35
H -0.56322 -1.33036 1.28242 0.32
```

# 2
This record from the Open Molecules 2025 dataset describes 2 unconnected molecules or ions with the total composition CH4NS at a distorted geometry. The level of theory is ωB97M-V/def2-TZVPD.

Computed properties:
- HOMO energy (eV) = -2.7
- net charge = -1
- molecular weight (g mol⁻¹) = 62.12
- energy relative to the best compared isomer or geometry (same formula, charge and spin) (eV) = 0.596
- LUMO energy (eV) = 4.37
- HOMO-LUMO gap (Ha) = 0.2596

```
7
Properties=species:S:1:pos:R:3:mulliken_charge:R:1
S -1.44242 0.70686 0.06715 -0.86
N 1.98141 -0.20340 -0.30204 -0.55
C 1.39754 -1.26915 0.25242 -0.14
H 0.26943 -1.31805 0.27656 0.09
H -2.53124 1.06377 -0.62779 -0.05
H 1.23581 0.09665 -0.94012 0.30
H 1.84968 -2.11336 0.81668 0.22
```

# 3
This record from the Open Molecules 2025 dataset describes a molecular structure, CH4NaO. The level of theory is ωB97M-V/def2-TZVPD.

Computed properties:
- HOMO energy (eV) = -12.8
- net charge = +1
- molecular weight (g mol⁻¹) = 55.03
- LUMO energy (eV) = -5.66
- HOMO-LUMO gap (Ha) = 0.2608

```
7
Properties=species:S:1:pos:R:3:mulliken_charge:R:1
Na 4.59210 -3.11886 0.89574 1.00
O 0.27858 0.55041 0.19586 -0.52
C -1.04646 0.32903 -0.27715 -0.46
H -1.80653 0.58112 0.48135 0.24
H 0.36704 1.50331 0.40694 0.31
H -1.26174 0.90184 -1.19484 0.24
H -1.12298 -0.74685 -0.50790 0.18
```

# 4
This record from the Open Molecules 2025 dataset describes CH4O in the gas phase at a distorted geometry. The level of theory is ωB97M-V/def2-TZVPD.

Computed properties:
- HOMO energy (eV) = -10.2
- net charge = 0
- SMILES = CO
- molecular weight (g mol⁻¹) = 32.04
- energy relative to the best compared isomer or geometry (same formula, charge and spin) (eV) = 0.574
- LUMO energy (eV) = 0.98
- HOMO-LUMO gap (Ha) = 0.4121

```
6
Properties=species:S:1:pos:R:3:mulliken_charge:R:1
O -0.69862 0.09559 0.02038 -0.50
C 0.61787 -0.00630 0.01907 -0.43
H 1.07249 -0.72480 -0.81488 0.19
H -1.34299 -0.60318 -0.09184 0.31
H 1.16760 -0.36563 0.95259 0.21
H 0.98462 0.96666 -0.32338 0.20
```

# 5
This record from the Open Molecules 2025 dataset describes 2 unconnected molecules or ions with the total composition CH4O2. The level of theory is ωB97M-V/def2-TZVPD.

Computed properties:
- HOMO energy (eV) = -10.0
- net charge = 0
- SMILES = O=O.C
- molecular weight (g mol⁻¹) = 48.04
- energy relative to the best compared isomer or geometry (same formula, charge and spin) (eV) = 4.448
- LUMO energy (eV) = -2.07
- HOMO-LUMO gap (Ha) = 0.2898

```
7
Properties=species:S:1:pos:R:3:mulliken_charge:R:1
O 0.90028 0.44657 0.00985 0.00
O 1.80282 -0.34610 -0.00629 -0.02
C -2.15313 -0.08423 -0.00861 -0.92
H -2.79980 0.80910 0.09537 0.24
H -2.80808 -0.92793 -0.27102 0.26
H -1.71004 -0.30324 0.96078 0.23
H -1.38809 0.12372 -0.76187 0.20
```

# 6
This record from the Open Molecules 2025 dataset describes 2 unconnected molecules or ions with the total composition CH4O2 at a distorted geometry. The level of theory is ωB97M-V/def2-TZVPD.

Computed properties:
- HOMO energy (eV) = -10.4
- net charge = 0
- SMILES = C=O.O
- molecular weight (g mol⁻¹) = 48.04
- energy relative to the best compared isomer or geometry (same formula, charge and spin) (eV) = 0.608
- LUMO energy (eV) = 0.29
- HOMO-LUMO gap (Ha) = 0.3913

```
7
Properties=species:S:1:pos:R:3:mulliken_charge:R:1
O -0.05441 3.15438 -0.80951 -0.62
O 0.01724 -0.02391 1.29140 -0.43
C 0.00000 0.00000 0.00000 -0.03
H -0.97026 -0.16060 -0.52750 0.24
H 0.02982 4.00505 -1.29688 0.32
H 0.45055 2.50684 -1.35169 0.31
H 0.88749 0.22767 -0.63717 0.21
```

# 7
This record from the Open Molecules 2025 dataset describes 2 unconnected molecules or ions with the total composition CH4O2P at a distorted geometry. The level of theory is ωB97M-V/def2-TZVPD.

Computed properties:
- HOMO energy (alpha / beta) (eV) = -3.4 / -3.4
- net charge = -1
- molecular weight (g mol⁻¹) = 79.02
- energy relative to the best compared isomer or geometry (same formula, charge and spin) (eV) = 2.797
- LUMO energy (alpha / beta) (eV) = 4.55 / 4.55
- HOMO-LUMO gap (alpha / beta) (Ha) = 0.2912 / 0.2912

```
8
Properties=species:S:1:pos:R:3:mulliken_charge:R:1
P -0.83504 0.61668 -0.49644 0.38
O -0.62156 -0.07858 -1.76686 -0.48
O 1.43860 2.08456 -0.34942 -0.97
C -0.45947 -0.86475 0.79307 -0.94
H 1.89494 1.48755 -0.97921 0.20
H -1.44202 -1.25720 0.86969 0.28
H 0.09628 -1.42937 0.16648 0.24
H -0.07174 -0.55889 1.76269 0.29
```

# 8
This record from the Open Molecules 2025 dataset describes CH4O2S in the gas phase at a distorted geometry. The level of theory is ωB97M-V/def2-TZVPD.

Computed properties:
- HOMO energy (eV) = -9.7
- net charge = 0
- molecular weight (g mol⁻¹) = 80.11
- energy relative to the best compared isomer or geometry (same formula, charge and spin) (eV) = 2.072
- LUMO energy (eV) = 0.11
- HOMO-LUMO gap (Ha) = 0.3617

```
8
Properties=species:S:1:pos:R:3:mulliken_charge:R:1
S 0.95527 0.06245 0.00710 0.61
O 0.30859 1.73577 -0.54543 -0.57
O 1.64961 -0.30339 1.27791 -0.50
C -0.67995 -0.69166 0.17163 -0.75
H -0.95307 -0.78285 -0.93836 0.28
H -0.54426 -1.72212 0.54197 0.31
H -1.53442 -0.24950 0.84599 0.29
H 0.79822 1.95130 -1.36082 0.34
```

- What is the formula in the first record?
  CH4NOS2